{
  "formula": "C28H47N8O7",
  "method": "ωB97M-V with the def2-TZVPD basis set",
  "lumo_ev": -5.40,
  "total_charge": 1,
  "homo_energy_ha": -0.356,
  "multiplicity": 1,
  "species": ["C", "C", "C", "C", "C", "C", "N", "O", "C", "C", "C", "H", "H", "H", "H", "H", "H", "H", "H", "H", "H", "H", "H", "H", "H", "H", "H", "H", "H", "N", "C", "C", "C", "C", "H", "H", "H", "H", "H", "N", "C", "C", "C", "C", "H", "H", "H", "H", "H", "N", "C", "C", "C", "C", "H", "H", "H", "H", "H", "N", "C", "C", "C", "C", "H", "H", "H", "H", "H", "C", "N", "O", "O", "H", "H", "H", "C", "N", "O", "O", "H", "H", "H", "C", "N", "O", "O", "H", "H", "H"],
  "xyz": [[48.865, 31.138, 3.972], [49.147, 30.139, 2.871], [48.407, 28.860, 3.069], [46.938, 28.802, 2.536], [47.214, 29.083, 0.958], [47.534, 30.466, 0.664], [48.796, 30.763, 1.488], [49.482, 31.769, 1.051], [46.420, 31.409, 1.102], [47.983, 30.753, -0.850], [50.603, 29.852, 2.802], [49.070, 30.739, 4.955], [47.794, 31.423, 4.317], [49.270, 32.201, 4.016], [48.469, 28.566, 4.141], [48.915, 27.893, 2.573], [46.435, 29.698, 2.984], [46.440, 27.832, 2.832], [46.162, 28.712, 0.480], [47.862, 28.417, 0.420], [45.604, 31.069, 0.811], [46.593, 32.379, 0.476], [46.129, 31.676, 2.051], [48.392, 31.812, -0.957], [47.133, 30.700, -1.644], [48.895, 29.947, -0.902], [50.722, 29.012, 1.993], [50.878, 29.645, 3.943], [51.174, 30.768, 2.442], [42.392, 31.159, -3.570], [42.985, 30.602, -4.740], [44.080, 29.639, -4.325], [44.059, 29.827, -2.793], [43.019, 30.867, -2.364], [41.645, 31.853, -3.465], [42.644, 30.898, -5.733], [44.761, 29.176, -4.881], [44.822, 29.415, -2.102], [42.763, 31.208, -1.387], [53.269, 27.827, 5.283], [52.359, 27.983, 6.204], [50.988, 27.273, 5.786], [51.315, 26.575, 4.616], [52.840, 27.028, 4.292], [54.295, 28.064, 5.431], [52.565, 28.510, 7.253], [50.067, 27.191, 6.367], [50.497, 26.168, 4.036], [53.544, 26.724, 3.581], [46.766, 31.017, 6.633], [46.630, 29.737, 6.261], [45.361, 29.528, 5.411], [44.784, 30.895, 5.375], [45.736, 31.831, 6.134], [47.532, 31.393, 7.060], [47.300, 28.935, 6.395], [44.898, 28.866, 4.884], [43.858, 31.226, 4.978], [45.731, 32.899, 6.289], [49.079, 31.580, 8.780], [49.961, 31.585, 7.690], [49.652, 32.835, 6.859], [48.518, 33.469, 7.515], [48.264, 32.719, 8.807], [48.909, 30.880, 9.510], [50.624, 30.937, 7.445], [50.335, 32.963, 6.042], [47.993, 34.508, 7.369], [47.710, 32.939, 9.572], [49.063, 35.664, -2.513], [48.330, 35.502, -1.233], [47.683, 34.414, -1.152], [48.687, 36.210, -0.309], [48.526, 35.820, -3.355], [49.426, 34.498, -2.702], [49.706, 36.562, -2.596], [42.838, 26.891, 0.865], [42.905, 28.248, 1.356], [43.747, 28.651, 2.088], [41.979, 29.073, 1.031], [42.945, 26.725, -0.144], [41.969, 26.386, 1.356], [43.706, 26.124, 1.245], [52.003, 35.694, 2.035], [51.099, 34.542, 1.801], [50.164, 34.565, 2.612], [51.387, 33.850, 0.831], [52.458, 36.036, 1.115], [52.893, 35.291, 2.693], [51.594, 36.432, 2.733]],
  "forces_ev_per_a": [[-2.50, 3.18, 2.07], [-0.09, 0.80, -0.48], [-0.87, -4.23, 0.08], [2.23, 1.25, -0.63], [-5.18, -3.74, 0.50], [0.55, 1.57, -0.87], [2.03, 6.32, -2.01], [-3.10, -5.69, 3.02], [7.09, 5.44, -1.42], [1.10, -0.76, 0.39], [2.10, -0.18, 0.04], [1.02, -0.75, 0.00], [0.79, -0.90, -1.72], [0.34, -1.58, -1.02], [-0.07, 0.64, -0.49], [-0.55, 2.42, 0.76], [-0.17, -1.12, -0.52], [0.50, 1.26, -0.75], [2.21, 1.60, 0.61], [0.87, -0.63, 0.48], [-7.25, -3.64, -3.43], [-0.37, -1.37, 1.42], [0.72, 0.45, 2.86], [-0.48, -1.56, 0.32], [1.47, -0.62, 1.66], [-2.27, 1.99, -0.97], [0.43, 1.25, 2.05], [-0.05, -0.26, -2.78], [-0.60, -1.15, 0.66], [0.87, 0.36, 0.41], [1.98, -2.01, 2.71], [-6.81, 6.61, 5.89], [-1.37, 2.19, -1.11], [3.71, -4.90, -4.58], [0.40, -0.54, -1.16], [0.00, -0.21, 0.54], [2.40, -1.93, -2.21], [-0.74, 0.17, -0.55], [-0.38, 0.20, 0.15], [1.63, -0.95, -0.33], [-5.52, 0.51, 4.25], [5.38, 1.21, 0.47], [4.06, 3.27, 0.24], [-4.94, -1.66, 0.33], [-2.09, -0.34, -0.40], [-0.39, -1.18, -2.79], [0.53, 0.32, -0.13], [0.80, -0.57, -0.53], [0.43, -0.52, -1.14], [-4.11, -0.30, -2.65], [-4.49, -1.64, -3.41], [4.68, 9.50, 5.63], [4.86, 0.58, 2.89], [-1.81, -4.14, -1.77], [2.34, 1.03, 1.42], [1.00, -0.28, 0.69], [-2.03, -4.86, -2.59], [-0.53, 0.11, -0.45], [-0.06, -0.19, 0.13], [-0.17, 1.47, -0.53], [-6.55, 8.02, 0.18], [-0.83, -3.89, 4.35], [0.30, 0.02, 3.09], [5.05, -0.68, -8.65], [0.77, 0.23, -0.72], [4.06, -4.49, -1.00], [-0.47, 0.78, -0.46], [1.34, -2.35, -0.06], [-3.31, 1.06, 4.04], [2.40, -2.81, 0.45], [0.77, -2.38, 0.36], [0.71, 2.90, 0.25], [-1.19, -0.45, -0.53], [-3.05, 0.19, -2.18], [0.00, 3.51, 0.56], [0.42, -1.07, 1.14], [1.42, -4.37, 3.77], [-3.46, 4.19, -1.10], [2.39, -0.80, 1.20], [1.58, -3.09, -0.20], [-0.63, 0.62, -2.49], [0.26, 0.83, -0.97], [-1.51, 2.66, -0.27], [3.00, -0.68, 2.20], [0.33, 2.63, 0.45], [0.46, -2.06, -1.70], [-1.41, -0.24, 1.44], [-0.35, 0.17, -0.12], [-1.54, 0.35, -1.43], [-0.49, -0.13, -0.86]]
}

---

{
  "formula": "C9H20ClF3MgO7S",
  "method": "ωB97M-V with the def2-TZVPD basis set",
  "lumo_ev": [-2.53, -9.11],
  "total_charge": 1,
  "homo_energy_ha": [-0.491, -0.471],
  "multiplicity": 2,
  "species": ["Mg", "Cl", "C", "F", "F", "F", "S", "O", "O", "O", "C", "O", "C", "C", "O", "C", "H", "H", "H", "H", "H", "H", "H", "H", "H", "H", "C", "O", "C", "C", "O", "C", "H", "H", "H", "H", "H", "H", "H", "H", "H", "H"],
  "xyz": [[-2.900, -4.819, -18.965], [-2.203, -2.727, -19.225], [0.822, -6.177, -20.003], [0.934, -6.700, -18.813], [0.983, -4.880, -19.880], [1.863, -6.558, -20.810], [-0.859, -6.682, -20.783], [-1.113, -8.105, -20.475], [-1.896, -5.781, -20.129], [-0.738, -6.405, -22.280], [-4.801, -3.702, -16.690], [-4.468, -4.400, -17.900], [-5.739, -4.596, -18.604], [-5.475, -4.301, -20.088], [-4.195, -4.834, -20.456], [-4.039, -4.750, -21.941], [-4.764, -4.352, -15.816], [-5.561, -2.941, -16.864], [-3.902, -3.136, -16.442], [-6.517, -3.873, -18.357], [-5.989, -5.645, -18.445], [-5.358, -3.219, -20.147], [-6.228, -4.582, -20.825], [-4.686, -5.447, -22.474], [-3.015, -5.074, -22.129], [-4.274, -3.794, -22.408], [-4.402, -7.577, -19.480], [-3.705, -6.705, -18.611], [-2.837, -7.474, -17.748], [-2.226, -6.493, -16.752], [-1.772, -5.387, -17.449], [-0.590, -4.761, -16.719], [-5.353, -7.946, -19.095], [-3.749, -8.400, -19.770], [-4.793, -7.116, -20.387], [-2.149, -8.050, -18.367], [-3.519, -8.112, -17.185], [-1.474, -6.919, -16.088], [-2.938, -6.273, -15.957], [-0.963, -4.456, -15.741], [-0.314, -3.885, -17.307], [0.207, -5.503, -16.668]],
  "forces_ev_per_a": [[-0.71, -1.43, 0.53], [0.74, 1.63, -0.37], [1.17, -0.27, -2.04], [0.01, -0.87, 0.82], [-0.85, 1.15, 0.07], [-1.59, -0.41, 0.94], [-0.70, -1.04, -4.54], [0.64, 2.62, 0.28], [3.42, -1.43, -1.97], [-0.22, -0.21, 4.87], [2.81, 0.90, 0.59], [-3.15, 1.59, 0.53], [0.72, -1.08, -1.92], [0.97, 0.70, 0.41], [-1.65, 0.67, -2.57], [0.67, -0.85, 0.45], [-1.43, -0.35, -0.20], [-0.31, -0.64, 0.51], [0.21, 0.49, -0.22], [0.13, -0.37, 0.71], [-0.49, 0.22, 0.15], [-0.22, 0.32, -0.19], [-0.26, -0.37, 0.45], [-0.25, -0.38, 0.60], [-0.09, 0.33, -0.07], [0.25, 0.46, 0.80], [-0.65, -0.67, -1.00], [-0.12, -0.65, 0.33], [-0.89, 0.23, 0.66], [-0.63, -1.65, 0.78], [2.43, 1.62, 1.47], [-1.55, -0.18, -1.00], [0.25, -0.34, 1.01], [-0.14, -0.06, -0.05], [0.86, 0.61, -0.03], [0.21, 0.12, 0.17], [0.35, -0.51, 0.07], [0.68, -0.49, -0.77], [-0.78, 0.75, -0.34], [0.21, -0.08, 0.02], [0.10, -0.21, 0.10], [-0.14, 0.14, 0.00]]
}

---

{
  "formula": "C26H26N3O3Re",
  "method": "ωB97M-V with the def2-TZVPD basis set",
  "lumo_ev": [-11.36, -11.91],
  "total_charge": 3,
  "homo_energy_ha": [-0.620, -0.620],
  "multiplicity": 2,
  "species": ["Re", "C", "O", "C", "N", "C", "C", "C", "C", "C", "C", "C", "C", "C", "C", "C", "C", "N", "C", "N", "C", "C", "O", "C", "C", "C", "C", "C", "C", "H", "H", "H", "H", "H", "H", "H", "H", "H", "H", "H", "H", "H", "H", "H", "H", "H", "H", "H", "C", "C", "C", "O", "H", "H", "H", "H", "H", "H", "H"],
  "xyz": [[0.318, -0.341, 0.039], [4.493, 0.909, -0.228], [4.316, -0.268, 0.674], [3.081, -0.582, 0.654], [2.284, 0.083, -0.157], [3.094, 1.111, -0.861], [2.496, 2.489, -0.704], [3.295, 3.614, -0.891], [2.748, 4.885, -0.800], [1.397, 5.054, -0.530], [0.583, 3.945, -0.350], [1.145, 2.683, -0.449], [2.463, -1.555, 1.587], [3.037, -2.409, 2.510], [2.182, -3.121, 3.355], [0.798, -2.918, 3.323], [0.303, -2.036, 2.382], [1.126, -1.435, 1.510], [-1.053, -1.448, 2.244], [-1.235, -0.484, 1.362], [-2.551, 0.158, 1.697], [-3.183, -0.922, 2.599], [-2.014, -1.752, 3.024], [-3.424, 0.542, 0.528], [-4.754, 0.855, 0.808], [-5.609, 1.253, -0.206], [-5.146, 1.352, -1.511], [-3.822, 1.055, -1.796], [-2.967, 0.652, -0.778], [5.275, 0.634, -0.928], [4.810, 1.721, 0.422], [3.123, 0.830, -1.917], [4.350, 3.511, -1.119], [3.382, 5.750, -0.945], [0.978, 6.048, -0.463], [-0.473, 4.064, -0.150], [0.448, 1.824, -0.345], [4.112, -2.503, 2.586], [2.601, -3.807, 4.081], [0.139, -3.408, 4.028], [-2.310, 1.044, 2.291], [-3.851, -1.598, 2.069], [-3.633, -0.553, 3.515], [-5.135, 0.803, 1.822], [-6.639, 1.491, 0.024], [-5.814, 1.665, -2.301], [-3.453, 1.137, -2.809], [-1.939, 0.426, -1.047], [-0.014, -3.760, -1.693], [0.437, -2.458, -2.291], [-0.128, -2.114, -3.637], [-0.068, -1.331, -1.337], [0.359, -4.566, -2.328], [-1.101, -3.830, -1.669], [0.393, -3.918, -0.694], [1.518, -2.322, -2.242], [-1.213, -2.205, -3.648], [0.281, -2.828, -4.354], [0.163, -1.116, -3.960]],
  "forces_ev_per_a": [[-0.22, -0.31, -0.40], [0.04, -0.04, 0.04], [-0.08, -0.07, 0.01], [0.01, -0.11, 0.11], [0.05, 0.05, 0.25], [-0.01, 0.03, -0.06], [0.10, 0.07, -0.05], [-0.04, -0.07, 0.02], [-0.01, 0.01, 0.00], [-0.03, 0.00, 0.01], [0.01, 0.03, 0.01], [-0.03, -0.07, 0.11], [0.00, -0.04, -0.07], [-0.01, 0.07, 0.00], [-0.01, 0.00, 0.02], [0.00, 0.07, -0.04], [0.00, 0.00, 0.07], [0.14, 0.02, 0.08], [0.00, -0.07, 0.05], [0.13, 0.06, 0.20], [-0.03, 0.02, -0.07], [0.02, -0.02, 0.05], [0.08, 0.03, -0.04], [-0.05, 0.05, 0.04], [0.06, -0.03, -0.02], [0.00, 0.01, -0.03], [0.05, -0.01, 0.00], [-0.05, 0.01, 0.00], [-0.02, 0.01, 0.04], [-0.01, 0.04, -0.01], [0.00, 0.02, -0.05], [-0.01, 0.05, 0.02], [0.01, -0.01, -0.01], [0.00, 0.00, 0.00], [-0.01, 0.00, 0.00], [-0.01, 0.01, 0.00], [-0.14, 0.09, -0.03], [0.01, -0.01, -0.01], [0.01, -0.01, 0.00], [-0.01, 0.00, 0.00], [0.00, 0.00, -0.01], [-0.01, 0.03, -0.01], [-0.04, 0.01, -0.04], [0.01, -0.01, 0.02], [0.00, 0.00, 0.00], [0.00, 0.00, -0.01], [-0.01, 0.00, -0.01], [0.01, 0.00, 0.00], [0.01, -0.02, -0.02], [-0.07, -0.19, 0.08], [-0.01, 0.02, -0.02], [0.18, 0.27, -0.23], [0.00, 0.00, 0.00], [-0.01, 0.01, -0.01], [0.02, 0.01, 0.02], [-0.03, 0.00, -0.01], [-0.01, -0.01, 0.02], [-0.01, -0.01, -0.01], [0.02, 0.00, 0.00]]
}

---

{
  "formula": "C4H9NO",
  "method": "ωB97M-V with the def2-TZVPD basis set",
  "smiles": "C=NC.CC=O",
  "lumo_ev": 0.99,
  "total_charge": 0,
  "homo_energy_ha": -0.341,
  "multiplicity": 1,
  "species": ["C", "N", "C", "C", "O", "C", "H", "H", "H", "H", "H", "H", "H", "H", "H"],
  "xyz": [[1.467, 1.427, -0.190], [0.415, 0.859, 0.209], [-0.363, 1.421, 1.288], [-0.988, -0.968, -0.858], [-2.012, -0.720, -0.262], [-0.148, -2.198, -0.623], [1.905, 2.314, 0.283], [-0.629, -0.324, -1.684], [1.969, 1.023, -1.072], [-1.261, 1.866, 0.844], [0.174, 2.184, 1.870], [-0.714, 0.620, 1.944], [-0.612, -2.831, 0.137], [0.868, -1.928, -0.315], [-0.071, -2.746, -1.569]],
  "forces_ev_per_a": [[-0.14, -0.09, 0.07], [0.40, 0.25, -0.12], [-0.05, 0.07, 0.14], [-0.23, -0.06, 0.02], [0.30, -0.18, -0.28], [-0.09, -0.05, 0.07], [-0.11, 0.00, -0.03], [-0.21, -0.09, 0.03], [0.07, 0.02, 0.20], [0.11, -0.06, 0.11], [-0.04, -0.09, -0.08], [0.11, 0.11, -0.08], [0.08, 0.07, -0.09], [-0.20, 0.06, -0.08], [0.00, 0.02, 0.12]]
}

---

{
  "formula": "C6H7N",
  "method": "ωB97M-V with the def2-TZVPD basis set",
  "lumo_ev": 0.25,
  "total_charge": 0,
  "homo_energy_ha": -0.365,
  "multiplicity": 1,
  "species": ["C", "C", "C", "C", "C", "C", "N", "H", "H", "H", "H", "H", "H", "H"],
  "xyz": [[3.596, -0.219, -0.010], [2.304, 0.078, -0.747], [0.950, 0.241, -0.430], [-0.840, 0.489, -1.107], [-1.942, -0.421, 1.200], [-1.833, 0.089, -0.298], [4.582, -0.488, 0.481], [2.493, 0.238, -1.830], [0.680, 0.327, 0.621], [-2.241, 0.497, 1.732], [-1.025, -0.727, 1.793], [-2.723, -1.109, 1.397], [-1.155, 0.808, -2.133], [-2.846, 0.196, -0.670]],
  "forces_ev_per_a": [[-4.80, 1.06, -1.43], [-1.94, 0.62, -1.57], [-0.44, 0.45, 0.56], [2.36, -1.12, 0.66], [2.17, 2.12, -0.16], [0.71, -0.75, 1.60], [1.85, -0.44, 0.86], [0.24, -0.51, 0.72], [0.26, -0.50, -0.02], [-0.13, -0.16, -0.04], [-0.82, 0.09, -1.34], [-0.68, -0.85, -0.38], [1.18, -0.16, 0.96], [0.05, 0.15, -0.41]]
}

---

Relative energy (zero: lowest compared OMol25 entry of this formula, charge and spin)? In order: 11.3; 17.8; 1.9; 51.0; 109.9 kcal/mol.